A structure of composition C4H5CsNaO7 at a distorted geometry. Source: OMol25; level of theory: wB97M-V/def2-TZVPD.

Geometry as XYZ:
```
18
C4H5CsNaO7 (wB97M-V/def2-TZVPD)
O -2.30994 5.45027 -0.67059
C -2.57635 4.51339 0.12436
O -3.73195 4.15884 0.46321
O -1.50379 3.86145 0.62754
C -1.44271 2.44071 0.51014
O -0.18258 0.90409 -0.80586
C 0.07352 -2.79090 2.21420
C -0.07342 2.03625 -0.03593
O 1.23824 -2.33867 2.32208
O -0.33914 -3.46745 1.23598
Na -4.55647 5.81090 -0.89252
Cs 2.41640 -2.80086 -1.05022
H -2.23109 2.08390 -0.17240
H -1.60625 1.97319 1.49439
H 0.32282 2.91749 -0.59415
H 0.60567 1.90685 0.84003
O -0.65480 -2.82356 3.36326
H -1.53501 -2.48287 3.16485
```

Summary:
gap between HOMO and LUMO = 3.09 eV
LUMO level = 1.0 eV
total charge = -1
2S+1 = 1

What are the Löwdin partial charges on each atom? They are as follows, in elementary charge units:
1 O -0.0847
2 C -0.8051
3 O -0.0823
4 O -0.0334
5 C -0.1902
6 O -0.4032
7 C -0.8628
8 C -0.5007
9 O -0.1091
10 O -0.1228
11 Na 0.7652
12 Cs 0.9068
13 H 0.1158
14 H 0.1140
15 H 0.0858
16 H 0.0804
17 O 0.0333
18 H 0.0930


The molecule H4INSi at a distorted geometry. Source: OMol25; level of theory: wB97M-V/def2-TZVPD.

Geometry as XYZ:
```
7
H4INSi (wB97M-V/def2-TZVPD)
N -1.04005 -0.39868 -0.08289
Si 0.59408 0.12073 0.05465
I 1.12186 1.70355 2.02252
H -1.68221 0.34686 -0.53889
H -1.21824 -1.24527 -0.60601
H 1.07247 0.61891 -1.32377
H 1.15210 -1.14610 0.47438
```

Summary:
SMILES string = N[SiH2]I
gap between HOMO and LUMO = 10.02 eV
LUMO level = 0.3 eV
2S+1 = 1

What are the natural (NBO) partial charges on each atom? They are as follows, in elementary charge units:
1 N -1.3070
2 Si 1.1347
3 I -0.2598
4 H 0.3876
5 H 0.4014
6 H -0.1686
7 H -0.1883


A cluster of 11 separate species, C32H62Br4O27 in total at a distorted geometry. Source: OMol25; level of theory: wB97M-V/def2-TZVPD.

Geometry as XYZ:
```
125
C32H62Br4O27 (wB97M-V/def2-TZVPD)
C 0.00786 -1.54362 1.66207
C 0.34934 -0.96454 0.30169
C -0.04942 -1.81957 -0.90041
O -0.92856 -0.97849 -1.64436
C -1.03850 0.21793 -1.06170
O -1.81043 1.06910 -1.39360
O -0.36943 0.26277 0.10600
H -1.05926 -1.67966 1.83813
H 0.40037 -0.98701 2.51329
H 0.46506 -2.53399 1.74350
H 1.41578 -0.72940 0.29865
H -0.52425 -2.74952 -0.59043
H 0.88541 -1.99050 -1.43585
Br -5.52371 -2.68825 1.46694
C -4.12746 -1.37474 1.79535
C -4.03088 -0.39846 0.61790
Br -5.80359 0.42659 0.16027
H -3.14407 -1.75531 2.05474
H -4.50018 -0.77562 2.62398
H -3.73745 -0.87606 -0.30993
H -3.42757 0.45570 0.90825
Br -6.22067 2.90999 -3.96282
C -4.56355 1.96733 -3.46544
C -3.34226 2.59463 -4.07100
Br -3.29988 2.47688 -5.98346
H -4.67490 0.89622 -3.61503
H -4.50518 2.04305 -2.37810
H -2.41257 2.20900 -3.64728
H -3.23615 3.63040 -3.74087
C -2.33591 4.26741 -0.38684
O -1.18004 4.81080 -1.01382
C -1.39001 5.97849 -1.61936
O -2.37631 6.65367 -1.57070
O -0.31753 6.21715 -2.37550
C -0.44080 7.09891 -3.47763
H -2.48380 4.69002 0.61767
H -2.23357 3.21730 -0.12762
H -3.23536 4.52065 -0.94159
H 0.52677 7.05823 -3.97164
H -0.55477 8.14651 -3.18748
H -1.25239 6.83378 -4.14991
C 0.75310 3.15439 8.62688
O 0.78749 2.07110 7.73309
C 0.22801 2.24383 6.51028
O -0.73723 2.90625 6.28054
O 0.95097 1.52564 5.67222
C 0.77279 1.70218 4.27955
H -0.12953 3.77796 8.46743
H 1.69079 3.71015 8.55411
H 0.67964 2.87705 9.68130
H 0.46086 2.70835 4.01601
H 0.05516 0.99237 3.85990
H 1.72153 1.48947 3.79493
C -3.50008 -6.29543 0.22981
O -2.13702 -6.41741 -0.18692
C -1.18083 -5.63014 0.28602
O -1.33233 -4.71663 1.05695
O -0.02551 -6.20120 -0.06899
C 1.12895 -5.56105 0.46866
H -4.00631 -7.01581 -0.40356
H -3.84501 -5.26981 0.12314
H -3.65683 -6.60551 1.26351
H 2.00427 -6.03411 0.03983
H 1.12471 -5.68313 1.55690
H 1.13539 -4.47789 0.33107
C 3.68478 1.73929 -0.16580
O 2.81476 2.89256 -0.11942
C 2.46079 3.39257 1.05960
O 2.81443 2.99688 2.14403
O 1.64794 4.39888 0.81193
C 0.73542 4.89421 1.76551
H 4.51397 2.08678 -0.77294
H 3.13068 0.90325 -0.58030
H 3.98573 1.46264 0.84334
H 1.29450 5.60944 2.37744
H 0.29781 4.12608 2.39908
H -0.07240 5.46897 1.32164
C -1.35929 -3.46982 4.35482
O -1.15830 -3.76253 5.71722
C -1.73557 -2.98589 6.62525
O -2.46013 -2.05831 6.39845
O -1.42627 -3.45810 7.82139
C -1.75782 -2.64923 8.92976
H -1.68652 -2.43718 4.22004
H -2.09881 -4.13111 3.90157
H -0.43578 -3.60527 3.79489
H -2.83820 -2.46366 8.97022
H -1.27583 -1.67435 8.92970
H -1.59345 -3.23228 9.83249
C 3.15929 -4.79382 -3.15707
O 1.82247 -5.20531 -2.96348
C 0.81954 -4.42768 -3.31664
O 0.92880 -3.37079 -3.89268
O -0.31579 -5.05765 -3.06134
C -1.55670 -4.37642 -3.19691
H 3.82439 -5.35720 -2.51195
H 3.27944 -3.72825 -2.95922
H 3.42059 -4.92821 -4.20848
H -1.55907 -3.37341 -2.76501
H -2.28954 -4.90741 -2.59112
H -1.80463 -4.38495 -4.25542
C 2.13196 -0.50563 -3.72513
O 3.25223 -1.37482 -3.92335
C 4.25535 -1.27242 -3.07653
O 4.28162 -0.65210 -2.03933
O 5.24306 -2.04079 -3.54308
C 6.50971 -2.05237 -2.92878
H 1.23280 -0.92490 -4.16866
H 2.29025 0.39240 -4.32523
H 1.99890 -0.31308 -2.66589
H 6.72203 -1.10391 -2.43833
H 7.26846 -2.29539 -3.67101
H 6.60097 -2.86720 -2.20354
C 3.18855 3.62932 -5.99086
O 2.47917 3.20116 -4.83281
C 1.16833 3.46063 -4.77981
O 0.57278 4.15724 -5.55182
O 0.59796 2.92383 -3.71285
C 1.32303 2.60783 -2.52031
H 2.50400 3.73595 -6.82637
H 3.98133 2.90543 -6.17094
H 3.71799 4.56528 -5.80441
H 1.42876 3.54991 -1.99365
H 2.32913 2.24805 -2.73822
H 0.84727 1.83454 -1.92838
```

Summary:
SMILES string = C[C@H]1COC(=O)O1.COC(=O)OC.COC(=O)OC.COC(=O)OC.COC(=O)OC.COC(=O)OC.COC(=O)OC.COC(=O)OC.COC(=O)OC.BrCCBr.BrCCBr
gap between HOMO and LUMO = 9.45 eV
LUMO level = 0.0 eV
2S+1 = 1

Here are the Löwdin charges for atoms 1 to 99, given in e:
1 C -0.0085
2 C -0.2836
3 C -0.0779
4 O 0.0823
5 C -0.5904
6 O 0.1406
7 O 0.0861
8 H 0.0676
9 H 0.0786
10 H 0.0777
11 H 0.1455
12 H 0.1204
13 H 0.1219
14 Br 0.6137
15 C -0.6659
16 C -0.6400
17 Br 0.5786
18 H 0.0356
19 H 0.0551
20 H 0.0449
21 H 0.0502
22 Br 0.5749
23 C -0.6944
24 C -0.7463
25 Br 0.6351
26 H 0.0614
27 H 0.0207
28 H 0.0429
29 H 0.0582
30 C -0.0417
31 O -0.0061
32 C -0.6194
33 O 0.1443
34 O -0.0065
35 C -0.0418
36 H 0.0947
37 H 0.0775
38 H 0.0970
39 H 0.0919
40 H 0.0938
41 H 0.1036
42 C -0.0660
43 O -0.0115
44 C -0.6033
45 O 0.1468
46 O 0.0220
47 C -0.0359
48 H 0.0929
49 H 0.0961
50 H 0.0900
51 H 0.0765
52 H 0.0872
53 H 0.0839
54 C -0.0199
55 O -0.0077
56 C -0.6158
57 O 0.1104
58 O 0.0143
59 C -0.0333
60 H 0.0972
61 H 0.0688
62 H 0.1002
63 H 0.0964
64 H 0.1019
65 H 0.0766
66 C -0.0074
67 O -0.0287
68 C -0.6024
69 O 0.1167
70 O 0.0164
71 C -0.0226
72 H 0.1038
73 H 0.0585
74 H 0.0945
75 H 0.1054
76 H 0.0837
77 H 0.0850
78 C -0.0510
79 O 0.0199
80 C -0.6230
81 O 0.1318
82 O 0.0142
83 C -0.0487
84 H 0.0828
85 H 0.0987
86 H 0.0822
87 H 0.0972
88 H 0.1001
89 H 0.0946
90 C -0.0195
91 O 0.0092
92 C -0.6166
93 O 0.1269
94 O 0.0090
95 C -0.0116
96 H 0.0978
97 H 0.0733
98 H 0.1117
99 H 0.0847


A structure of composition C32H51N6O3S4SbSeSiTa at a distorted geometry. Source: OMol25; level of theory: wB97M-V/def2-TZVPD.

Geometry as XYZ:
```
100
C32H51N6O3S4SbSeSiTa (wB97M-V/def2-TZVPD)
Ta -1.99683 -1.64749 0.74481
O -0.35131 -1.77565 -6.34480
C -0.61108 -2.99804 -5.69433
C -0.96466 -2.72120 -4.26433
C -1.22154 -3.75159 -3.37086
C -1.54540 -3.45784 -2.06614
N -1.63616 -2.21299 -1.57121
C -1.40526 -1.21326 -2.44870
C -1.06968 -1.42985 -3.77507
C -1.59197 0.15871 -1.93271
C -1.36715 1.29460 -2.69694
C -1.65716 2.54613 -2.17632
C -1.34490 3.79413 -2.96634
O -1.35307 3.58168 -4.35876
C -2.23003 2.60190 -0.91158
C -2.41545 1.43282 -0.20720
N -2.05863 0.23273 -0.67870
H -0.18090 -1.93658 -7.27795
H 0.26048 -3.66205 -5.71287
H -1.44512 -3.53637 -6.15811
H -1.17575 -4.78994 -3.67322
H -1.75141 -4.26107 -1.37558
H -0.89720 -0.60520 -4.44691
H -0.97620 1.22944 -3.70073
H -0.32741 4.10259 -2.71353
H -2.00879 4.60808 -2.66320
H -2.25982 3.58757 -4.68335
H -2.52934 3.54413 -0.47009
H -2.87060 1.44099 0.77084
C -1.71554 -2.85609 4.75842
C -2.14327 -1.65141 3.99548
O -2.08901 -1.64694 2.73495
N -2.65015 -0.61968 4.63439
C -3.10449 0.62035 3.98943
C -1.93274 1.51938 3.65828
C -1.60784 2.60353 4.45995
C -0.48905 3.35820 4.14073
C 0.26075 3.00009 3.03321
C -0.14869 1.90855 2.28305
N -1.22207 1.17973 2.57968
H -0.95555 -3.38668 4.19185
H -2.58803 -3.50245 4.88405
H -1.32890 -2.59267 5.74155
H -2.69690 -0.68894 5.63975
H -3.77711 1.11279 4.68802
H -3.66532 0.35811 3.09406
H -2.21982 2.85214 5.31752
H -0.21123 4.21054 4.74662
H 1.14380 3.55538 2.74816
H 0.40108 1.60949 1.39558
S 1.52834 -3.27921 3.11281
Sb 0.85244 -3.48871 1.01111
S 0.28060 -0.99315 0.66375
S -1.73637 -3.89492 0.97096
C 4.04399 3.00424 -2.77523
C 5.45427 2.42656 -2.68836
C 5.83348 1.93142 -1.28465
C 5.70848 0.42439 -1.09336
N 4.34730 -0.06389 -1.39004
C 3.31375 -0.20388 -0.55267
S 1.75324 0.10390 -1.28975
N 3.42959 -0.56176 0.71236
C 4.56803 -1.19435 1.39898
C 5.23392 -0.26859 2.40970
C 6.45875 -0.91599 3.05526
C 7.65318 -1.01765 2.11295
H 3.79274 3.28769 -3.79750
H 3.96011 3.89767 -2.15337
H 3.28400 2.29849 -2.42753
H 6.16501 3.19081 -3.00257
H 5.57559 1.61309 -3.41314
H 5.22542 2.44145 -0.53052
H 6.87151 2.18374 -1.05930
H 5.98142 0.14860 -0.08573
H 6.38269 -0.10629 -1.76672
H 4.06111 0.09637 -2.34605
H 2.57576 -0.53502 1.25568
H 5.25500 -1.57617 0.64806
H 4.15250 -2.05885 1.91959
H 4.49522 -0.01284 3.17385
H 5.51876 0.67239 1.92763
H 6.18818 -1.90821 3.42789
H 6.73947 -0.33291 3.93334
H 7.43384 -1.61738 1.22607
H 8.50341 -1.48714 2.60589
H 7.97431 -0.02758 1.78011
C -6.72100 -0.97615 -1.86533
Si -6.54699 -0.60505 -0.05254
C -7.62558 -1.63185 1.05622
C -6.51097 1.21295 0.35712
Se -4.34905 -1.35808 0.47694
H -7.70917 -0.67731 -2.22416
H -6.60560 -2.04395 -2.05597
H -5.97234 -0.43640 -2.44699
H -8.67295 -1.53717 0.75757
H -7.54420 -1.31433 2.09636
H -7.35626 -2.68677 0.99525
H -7.47605 1.68081 0.14732
H -5.75385 1.72759 -0.23702
H -6.29261 1.36960 1.41490
```

Summary:
gap between HOMO and LUMO (alpha / beta) = 6.87 / 5.53 eV
⟨S²⟩ = 0.757
LUMO level (alpha / beta) = -5.5 / -6.8 eV
total charge = +2
2S+1 = 2

Here are the Löwdin charges for atoms 1 to 99, given in e:
1 Ta 0.7723
2 O -0.0424
3 C -0.1944
4 C -0.1472
5 C 0.0221
6 C -0.1534
7 N -0.0527
8 C -0.2153
9 C 0.0678
10 C -0.2467
11 C 0.0501
12 C -0.1505
13 C -0.1954
14 O -0.0340
15 C 0.0207
16 C -0.1485
17 N -0.1139
18 H 0.1073
19 H 0.1404
20 H 0.1429
21 H 0.1348
22 H 0.0296
23 H 0.1173
24 H 0.1244
25 H 0.1406
26 H 0.1333
27 H 0.1067
28 H 0.1305
29 H 0.0864
30 C 0.0317
31 C -0.4213
32 O -0.3257
33 N 0.1409
34 C -0.0708
35 C -0.2636
36 C -0.0046
37 C -0.0350
38 C -0.0355
39 C -0.1516
40 N 0.0763
41 H 0.0149
42 H 0.1174
43 H 0.1047
44 H 0.1695
45 H 0.1338
46 H 0.0931
47 H 0.1210
48 H 0.1206
49 H 0.1133
50 H 0.0634
51 S -0.1687
52 Sb 0.4659
53 S 0.0397
54 S 0.0771
55 C -0.1073
56 C -0.2462
57 C -0.1792
58 C -0.1534
59 N 0.0340
60 C -0.7176
61 S 0.7017
62 N 0.0330
63 C -0.1725
64 C -0.1970
65 C -0.2468
66 C -0.1024
67 H 0.0784
68 H 0.0801
69 H 0.0209
70 H 0.1113
71 H 0.1090
72 H 0.1167
73 H 0.1203
74 H 0.0737
75 H 0.1365
76 H 0.1091
77 H 0.0398
78 H 0.1150
79 H 0.0954
80 H 0.1175
81 H 0.1076
82 H 0.1146
83 H 0.1125
84 H 0.0664
85 H 0.0792
86 H 0.0773
87 C -0.2123
88 Si 0.2808
89 C -0.2116
90 C -0.2136
91 Se 0.4434
92 H 0.0468
93 H 0.0401
94 H 0.0329
95 H 0.0482
96 H 0.0389
97 H 0.0381
98 H 0.0461
99 H 0.0241


The molecule C26H36N4O4S at a distorted geometry. Source: OMol25; level of theory: wB97M-V/def2-TZVPD.

Geometry as XYZ:
```
71
C26H36N4O4S (wB97M-V/def2-TZVPD)
C 2.73046 8.37936 4.27239
C 1.83625 7.14651 4.31712
C 2.27654 6.10791 3.28622
N 1.61914 4.82719 3.48555
C 2.30716 3.74230 2.81289
H 3.35407 3.74165 3.12483
C 1.66816 2.40566 3.20351
N 0.27321 2.40664 2.83396
C -0.35174 1.67939 1.87786
O -1.51229 1.90620 1.58025
C 0.44681 0.54515 1.23607
H 1.43980 0.92238 0.97022
C -0.21931 0.05143 -0.05545
C -1.51389 -0.71479 0.22090
N -1.34552 -1.76371 1.20414
S -0.66984 -3.16717 0.59689
O 0.37577 -2.92648 -0.36469
O -0.36394 -4.01828 1.70964
C -2.06859 -3.82233 -0.24899
C -2.25111 -4.11052 -1.58728
C -1.35408 -3.95471 -2.68941
C -1.67690 -4.28688 -3.95199
C -0.82381 -4.16785 -5.11237
C 0.48157 -3.66680 -5.05201
C 1.25382 -3.58049 -6.18989
C 0.76281 -3.98720 -7.42856
C -0.53321 -4.48406 -7.49309
C -1.31305 -4.57301 -6.35790
H -2.31815 -4.96374 -6.42862
H -0.93421 -4.80565 -8.44379
C 1.61745 -3.87796 -8.65221
H 2.58630 -4.34545 -8.48370
H 1.14166 -4.35373 -9.50586
H 1.79358 -2.82990 -8.89447
H 2.26041 -3.19230 -6.12450
H 0.89066 -3.34670 -4.10671
H -2.66661 -4.68687 -4.13585
H -0.39166 -3.55483 -2.40963
O -3.49251 -4.60446 -1.74429
N -4.12216 -4.64743 -0.53960
C -3.29592 -4.18871 0.36188
C -3.62418 -4.07489 1.79865
H -2.81047 -4.49827 2.38377
H -4.55634 -4.59015 2.00986
H -3.71662 -3.02352 2.06659
C -0.76972 -1.29484 2.44503
C 0.58742 -0.63186 2.21482
H 0.99701 -0.30374 3.17134
H 1.25994 -1.37582 1.78040
H -0.66403 -2.16654 3.09206
H -1.47352 -0.58748 2.89418
H -1.87287 -1.18540 -0.69743
H -2.27516 -0.02586 0.59482
H -0.44573 0.90006 -0.70244
H 0.47587 -0.61439 -0.56931
C -0.43012 3.51006 3.45883
C 0.22419 4.83620 3.08006
H -0.29182 5.64513 3.59670
H 0.12247 4.99361 1.99055
H -1.46682 3.48445 3.12205
H -0.38850 3.38234 4.54512
H 2.21100 1.58918 2.73434
H 1.73420 2.29444 4.29203
H 2.27019 3.85167 1.71244
H 3.35108 5.94339 3.40504
H 2.10787 6.49768 2.26656
H 0.80489 7.44939 4.13180
H 1.88089 6.68918 5.30653
H 2.39777 9.11651 4.99885
H 3.76102 8.11508 4.49865
H 2.70299 8.83461 3.28461
```

Summary:
SMILES string = CCCN1CCN(C(=O)C2CCN(S(=O)(=O)c3c(C)noc3/C=C/c3ccc(C)cc3)CC2)CC1
gap between HOMO and LUMO = 7.99 eV
LUMO level = -0.2 eV
2S+1 = 1

What are the natural (NBO) partial charges on each atom? They are as follows, in elementary charge units:
1 C -0.6014
2 C -0.4016
3 C -0.2076
4 N -0.4421
5 C -0.2245
6 H 0.2056
7 C -0.2191
8 N -0.4439
9 C 0.6952
10 O -0.6538
11 C -0.3089
12 H 0.2208
13 C -0.4104
14 C -0.2451
15 N -0.6748
16 S 2.3423
17 O -0.9567
18 O -0.9392
19 C -0.5092
20 C 0.3612
21 C -0.2908
22 C -0.1036
23 C -0.1210
24 C -0.1122
25 C -0.2308
26 C 0.0028
27 C -0.2210
28 C -0.1597
29 H 0.2099
30 H 0.2107
31 C -0.6294
32 H 0.2211
33 H 0.2158
34 H 0.2224
35 H 0.2099
36 H 0.2037
37 H 0.2128
38 H 0.2472
39 O -0.2720
40 N -0.1274
41 C 0.2019
42 C -0.6591
43 H 0.2465
44 H 0.2367
45 H 0.2376
46 C -0.2404
47 C -0.4070
48 H 0.2127
49 H 0.2218
50 H 0.2395
51 H 0.2117
52 H 0.2129
53 H 0.2428
54 H 0.2233
55 H 0.2311
56 C -0.2330
57 C -0.2328
58 H 0.2095
59 H 0.1689
60 H 0.2508
61 H 0.1952
62 H 0.2155
63 H 0.2025
64 H 0.1635
65 H 0.1928
66 H 0.1638
67 H 0.1942
68 H 0.2068
69 H 0.2124
70 H 0.2008
71 H 0.2019


The following ΔE to the lowest compared entry with this formula, charge and spin values (in eV) correspond, in order, to the records above: 0.452 0.112 0.000 1.298 2.850.
The following E values (in a.u.) correspond, in order, to the records above: -864.58872 -644.37251 -13584.05666 -6384.92905 -1930.47877.